(1)
{"formula": "C21H13Cl3N8Rh", "method": "ωB97M-V/def2-TZVPD", "energy_ev": -74473.80747, "e_homo_ev": [-9.94, -11.68], "total_charge": 1, "homo_lumo_gap_ev": [7.12, 5.13], "e_lumo_ev": [-2.8, -6.6], "de_lowest_kcal_mol": 0.7, "multiplicity": 5, "elements": ["Rh", "C", "C", "C", "C", "C", "C", "N", "C", "C", "C", "C", "C", "C", "N", "N", "C", "C", "C", "C", "C", "N", "H", "H", "H", "H", "H", "H", "H", "H", "H", "H", "H", "H", "H", "Cl", "C", "Cl", "Cl", "C", "N", "N", "C", "N", "C", "N"], "xyz": [[0.379888, 0.605848, -0.277217], [-4.405088, 0.011097, 2.472489], [-3.352644, -0.294895, 3.323348], [-2.098820, -0.578780, 2.808987], [-1.890356, -0.548433, 1.427620], [-2.945422, -0.220896, 0.575198], [-4.197785, 0.043204, 1.096554], [-0.609125, -0.759902, 0.887185], [0.198524, -1.777652, 1.336265], [-0.251202, -2.910776, 2.035856], [0.651462, -3.883735, 2.406258], [2.002184, -3.748932, 2.086138], [2.471361, -2.647511, 1.374666], [1.573793, -1.674448, 0.995532], [1.878685, -0.532447, 0.265865], [3.122224, -0.216768, -0.039068], [3.167455, 0.931416, -0.748638], [4.399144, 1.454278, -1.172156], [4.422861, 2.610902, -1.906630], [3.223438, 3.258221, -2.227404], [2.042542, 2.716319, -1.785560], [1.998208, 1.589221, -1.057468], [-5.381793, 0.238124, 2.878193], [-3.504625, -0.301306, 4.394323], [-1.265654, -0.782283, 3.469414], [-2.773395, -0.204312, -0.494376], [-5.018904, 0.274320, 0.430708], [-1.303568, -3.028181, 2.251883], [0.305981, -4.761983, 2.934174], [2.698964, -4.523213, 2.379280], [3.514097, -2.536931, 1.113524], [5.298200, 0.919850, -0.902473], [5.366667, 3.024395, -2.237038], [3.211915, 4.169332, -2.807101], [1.091366, 3.179166, -2.008318], [0.289652, 0.364969, -5.546051], [-0.258756, -1.088327, -4.718276], [0.604104, -2.504659, -5.299830], [-1.999075, -1.291944, -4.899769], [0.034168, -0.928134, -3.283749], [0.260961, -0.805652, -2.169615], [-0.991634, 1.918026, -0.663722], [-1.809846, 2.749294, -0.413240], [-2.680522, 3.605154, -0.312127], [-3.398415, 4.177426, 0.626649], [-4.071216, 4.711536, 1.399719]], "forces_ev_per_angstrom": [[0.2777, -0.1955, 0.2350], [0.0104, 0.0235, -0.0319], [-0.0049, -0.0056, 0.0080], [0.0646, -0.0197, 0.0427], [0.0482, 0.0337, 0.0222], [-0.0111, -0.0306, -0.1204], [-0.0324, -0.0082, 0.0179], [0.0680, -0.1506, 0.1027], [-0.2329, 0.1220, -0.0887], [-0.0480, 0.0143, 0.0314], [0.0321, -0.0450, 0.0202], [0.0248, -0.0088, -0.0180], [0.0975, -0.0259, 0.0579], [0.0169, 0.1588, -0.1239], [0.0355, -0.0521, 0.1691], [-0.1504, 0.0106, -0.0474], [-0.0608, 0.1075, -0.0802], [0.0690, -0.0064, -0.0115], [0.0444, 0.0319, -0.0194], [0.0475, -0.0014, -0.0222], [-0.0368, 0.0031, -0.0043], [0.2003, -0.1855, 0.0514], [0.0103, -0.0124, -0.0091], [0.0070, 0.0016, -0.0082], [-0.0187, -0.0096, 0.0073], [-0.0171, 0.0020, 0.0210], [0.0109, 0.0029, 0.0062], [-0.0061, 0.0207, -0.0128], [0.0164, 0.0144, -0.0114], [-0.0043, 0.0162, 0.0025], [-0.0050, -0.0323, 0.0159], [-0.0027, 0.0070, -0.0065], [-0.0144, -0.0154, 0.0056], [-0.0071, -0.0069, 0.0139], [-0.0201, -0.0203, 0.0297], [0.0493, 0.1346, -0.0493], [0.0128, -0.0448, 0.1386], [0.0588, -0.0967, -0.0277], [-0.0869, -0.0060, 0.0076], [-0.0131, -0.1114, -0.1727], [-0.1544, 0.2699, -0.0422], [-0.3511, 0.2316, -0.0232], [0.2792, -0.3542, 0.2493], [-0.3960, 0.4723, -0.4734], [0.1206, -0.1818, 0.2356], [0.0720, -0.0513, -0.0875]], "nbo_charge": [1.139, -0.175, -0.196, -0.231, 0.169, -0.243, -0.189, -0.398, 0.066, -0.173, -0.227, -0.120, -0.253, 0.240, -0.341, -0.218, 0.298, -0.208, -0.139, -0.259, 0.064, -0.503, 0.234, 0.234, 0.232, 0.225, 0.231, 0.238, 0.236, 0.232, 0.250, 0.249, 0.239, 0.243, 0.220, 0.104, -0.240, 0.116, 0.107, 0.344, -0.347, -0.546, 0.634, -0.470, 0.397, -0.267]}

---

(2)
{"formula": "C21H13F3N4O2S", "method": "ωB97M-V/def2-TZVPD", "energy_ev": -51027.01650, "e_homo_ev": -8.00, "homo_lumo_gap_ev": 7.67, "e_lumo_ev": -0.3, "elements": ["O", "C", "N", "C", "C", "F", "F", "F", "C", "C", "C", "C", "C", "N", "N", "C", "C", "C", "C", "C", "C", "C", "C", "O", "C", "C", "C", "N", "C", "C", "S", "H", "H", "H", "H", "H", "H", "H", "H", "H", "H", "H", "H", "H"], "xyz": [[1.360174, -2.877101, 5.419375], [0.362865, -3.333642, 4.780005], [0.234462, -4.721947, 4.916629], [0.690926, -5.592669, 6.099643], [-0.227624, -5.485049, 7.302262], [-1.685963, -5.450006, 7.128220], [0.356553, -4.528424, 7.912741], [0.108127, -6.543999, 8.126616], [-0.245799, -2.467066, 3.778077], [0.274946, -1.323895, 3.403489], [-0.311910, -0.716259, 2.192319], [0.084477, 0.610135, 1.761626], [0.893532, 1.533659, 2.530289], [1.184800, 2.645508, 1.814664], [0.582394, 2.344434, 0.615913], [0.912397, 3.051202, -0.557424], [0.166362, 2.827725, -1.628808], [0.528620, 3.649585, -2.842824], [-0.436587, 3.915776, -3.849612], [0.006515, 4.555556, -5.079451], [1.404126, 4.924515, -5.270443], [2.062741, 5.652931, -6.243786], [3.342394, 5.606950, -5.883565], [3.523635, 4.861894, -4.764555], [2.292960, 4.608148, -4.334254], [1.899957, 3.944665, -3.161552], [-0.717262, 1.711890, -1.644728], [-0.852966, 0.900753, -0.612257], [-0.156942, 1.189222, 0.554772], [-1.295833, -1.410106, 1.685767], [-1.580647, -2.874162, 2.619364], [-0.661828, -5.016003, 4.590487], [0.651376, -6.680393, 5.806331], [1.730842, -5.425299, 6.198270], [1.098188, -0.971439, 4.077049], [1.180529, 1.419713, 3.554053], [1.427598, 4.016484, -0.438084], [-1.441984, 3.591710, -3.635283], [-0.711652, 4.856009, -5.834922], [1.695846, 5.940052, -7.242622], [4.168130, 6.013701, -6.567626], [2.536236, 3.713491, -2.340013], [-1.271163, 1.545179, -2.566149], [-1.879759, -0.929645, 0.913787]], "forces_ev_per_angstrom": [[-2.5887, -0.0616, -1.1436], [5.5764, -0.8124, 3.1813], [-1.6906, -0.2436, 0.2508], [-2.7132, -1.2697, -4.4521], [0.8927, -2.4256, -0.1784], [4.2606, 0.3041, 0.5247], [-1.4069, 4.0254, 2.4599], [-1.6458, -0.3122, -0.7611], [-2.9999, -2.2838, -1.7496], [1.6743, 2.4287, -0.1101], [2.4910, 1.2638, 3.1308], [0.6183, -0.5775, 1.9246], [-1.0578, 0.2565, -2.1349], [-0.8520, -2.3395, -0.4176], [1.8904, 2.7499, -1.3692], [-1.3420, 1.0378, 3.6292], [0.9843, 0.5070, -2.3567], [0.8042, -0.2911, -2.2071], [2.0894, 1.0633, -1.7155], [0.3155, -0.2864, 2.0181], [-6.3454, -0.4864, 0.1480], [-0.0301, 0.4986, -2.7724], [1.9346, 0.8412, -2.6568], [2.0534, 1.3161, 0.5651], [-0.2663, -2.6846, 3.0166], [-1.6095, -0.0009, 1.2318], [0.0662, -0.4726, 1.2029], [0.1284, 0.2985, -0.1560], [0.5840, 1.1678, -1.5457], [-1.5782, -1.6579, 0.0794], [0.4260, 0.2299, 0.1419], [-0.5300, -0.6194, -0.4067], [-0.2570, 1.1288, -0.4460], [0.7099, 0.7362, 1.2817], [-0.6447, 0.0935, -1.1851], [0.2128, 0.0828, 0.2544], [0.2852, -0.9633, 0.2073], [-0.3520, 0.3052, -0.4931], [0.0056, -0.1991, 0.0694], [0.1991, 0.2224, 0.9232], [-0.7977, -1.0101, 1.9402], [1.1300, -0.2036, -0.0180], [-0.1228, -0.4242, 0.3080], [-0.5016, -0.9321, -0.2138]], "nbo_charge": [-0.623, 0.623, -0.594, -0.290, 0.969, -0.340, -0.286, -0.341, -0.266, -0.161, -0.084, -0.183, 0.008, -0.259, -0.161, 0.056, -0.090, -0.049, -0.227, -0.162, -0.142, -0.309, 0.122, -0.411, 0.326, -0.248, 0.089, -0.411, 0.298, -0.349, 0.343, 0.375, 0.222, 0.261, 0.259, 0.218, 0.243, 0.214, 0.216, 0.238, 0.220, 0.217, 0.204, 0.265]}